Molecular formula: C39H61F2N2O32S8
Method: DFT, wB97M-V/def2-TZVPD

The geometry in XYZ format:
```
144
Properties=species:S:1:pos:R:3
O 3.638 3.157 -8.303
C 3.333 4.214 2.370
H 2.465 0.332 3.355
C 1.109 -0.787 10.117
C 4.188 2.724 -2.593
O -6.821 -0.981 -4.625
C 7.443 7.766 0.920
O -11.221 -2.148 -4.751
C -9.756 0.320 -2.396
S -10.188 2.511 -1.312
O 4.058 0.784 -8.498
F 4.705 3.404 0.040
C 3.856 -2.893 -0.813
H -0.133 -6.324 -5.134
H 4.377 4.476 2.101
N 1.112 0.906 1.802
O 1.605 -5.932 -4.064
H 0.071 -0.506 10.307
O -9.223 -3.538 -5.128
O 1.235 -3.219 12.781
H -2.940 -0.396 -6.155
H 5.353 -2.854 12.946
O -11.283 3.149 -1.950
H 2.708 -1.263 -1.654
H -2.994 0.783 -3.742
C -3.737 0.135 -4.200
C 1.141 2.144 -5.129
S 1.242 -1.030 7.646
H 0.008 -1.277 1.011
H -9.524 -0.720 -2.179
O 1.574 -0.970 13.793
H 7.896 7.656 -0.063
C 3.340 2.700 -9.628
H 2.305 -0.903 2.094
H 4.852 -1.515 14.004
O 2.635 -2.951 14.784
H 2.828 -4.970 1.703
S 5.749 9.154 2.112
H -0.091 -6.920 -3.459
H -7.753 0.912 -1.832
H 2.877 1.010 -3.820
C 2.021 0.887 -3.141
H -8.093 1.074 -3.571
C 2.881 2.125 0.904
C 3.243 2.651 2.301
H 0.466 -0.092 4.464
O 2.715 -3.821 -3.485
O 0.500 -4.382 -2.565
C 3.099 1.213 -9.473
H 3.157 4.629 3.374
H 6.388 5.903 1.304
O 2.476 -5.623 -1.785
H 4.682 -2.649 -1.492
H 0.111 -2.888 3.623
O 3.427 -2.121 12.653
C -12.383 -2.613 -5.445
N 1.849 1.267 0.680
H 0.380 2.397 -3.053
H -1.399 -4.876 -3.257
O 5.793 2.239 -7.552
H 0.598 -2.875 10.439
C 2.711 -2.067 -0.912
S 1.994 -4.894 -2.897
H 1.858 2.960 -4.937
O 0.821 -2.368 8.427
C 3.963 -3.421 14.520
H 8.176 7.509 1.688
H 5.565 6.997 0.166
C -12.683 -3.969 -4.840
O -10.205 -3.325 -2.851
H -3.583 -0.892 -3.859
O 7.028 9.118 1.132
H 0.235 2.464 -5.672
H -0.343 -4.014 -4.401
C 0.885 -2.195 4.011
H -12.136 -2.698 -6.506
S 2.041 -2.266 13.460
C 0.184 -6.095 -4.119
O -5.014 -0.235 -6.116
H 1.887 -2.536 3.686
O -5.055 0.537 -3.821
H -13.282 -4.595 -5.496
C 3.944 -3.933 0.126
O 2.470 -1.267 6.970
H 0.292 -0.399 -1.937
S 4.398 1.993 -7.499
S -6.096 0.178 -4.997
C 1.541 0.843 -0.584
C 0.377 -0.112 -0.881
C 0.617 -0.720 3.564
H 2.100 1.012 -9.081
C -0.380 -4.780 -3.622
H 2.495 2.349 3.056
H 4.545 -3.460 15.437
O 0.096 -0.522 6.978
O -11.398 -4.559 -4.614
O -9.727 2.896 -0.027
O -8.943 2.511 -2.333
H -13.185 -3.870 -3.874
H 1.723 -0.494 10.966
H 4.209 2.899 -10.259
C 2.308 1.295 -1.688
O 1.544 -0.112 8.928
H 0.781 -2.237 5.111
H 3.889 -4.424 14.094
H -3.601 1.252 -6.050
C -8.515 1.166 -2.574
H 5.220 3.056 -4.609
C 1.227 -2.262 9.801
H 2.263 -2.601 9.877
C -3.719 0.219 -5.712
H 4.204 2.194 2.618
C 1.689 -3.349 0.855
O -6.732 1.378 -5.405
C 2.824 -4.166 0.954
C 4.747 2.992 -3.635
C 3.667 2.586 -0.154
O 4.687 9.798 1.429
S -10.336 -3.402 -4.263
C 4.527 -2.436 13.517
H 2.698 4.707 1.610
C 0.325 -1.427 -0.036
O 6.172 9.543 3.406
H 3.237 0.672 -10.406
H 2.476 3.222 -10.031
H -0.474 -2.054 -0.492
F -0.329 0.686 -3.900
H -0.370 -0.707 3.043
H -0.555 0.455 -0.643
H 1.778 -0.198 -3.118
H 0.147 0.694 1.578
C 0.737 1.592 -3.721
O -10.454 0.924 -1.300
H 0.840 -3.563 1.520
H -10.400 0.372 -3.278
H 1.666 1.309 -5.621
C 1.743 -0.128 2.648
H 4.865 -4.526 0.160
O 5.457 7.566 2.130
C 3.394 2.208 -1.486
C 1.610 -2.270 -0.065
C 6.179 6.945 1.068
H -13.207 -1.914 -5.321
O 3.715 1.782 -6.268
```

The HOMO energy comes out at -0.4087 hartree. The value obtained for the LUMO energy is -3.71 eV. The total charge is +1. Its HOMO-LUMO gap is 7.41 eV.